{"formula": "C20H52AlN2O8S", "method": "wB97M-V/def2-TZVPD", "fmax_ev_per_a": 8.48, "gap_ha": 0.266, "multiplicity": 1, "total_charge": -1, "homo_ev": -5.1, "symbols": ["O", "N", "O", "C", "Al", "N", "C", "S", "H", "H", "H", "H", "C", "C", "C", "O", "H", "H", "H", "H", "H", "H", "H", "H", "C", "C", "C", "O", "H", "H", "H", "H", "H", "H", "H", "H", "C", "C", "C", "O", "H", "H", "H", "H", "H", "H", "H", "H", "C", "C", "C", "O", "H", "H", "H", "H", "H", "H", "H", "H", "C", "C", "C", "O", "H", "H", "H", "H", "H", "H", "H", "H", "C", "C", "C", "O", "H", "H", "H", "H", "H", "H", "H", "H"], "coordinates": [[1.9128, -1.0920, -0.0103], [2.1557, -0.0817, -0.6159], [1.2495, 0.8837, -0.3182], [0.0447, 0.7055, -1.1895], [-1.5707, 1.0949, 0.0717], [-3.2646, 0.5558, -0.6748], [-3.3282, -0.7308, -0.8183], [-3.4503, -2.3800, -1.1624], [-0.0023, -0.3451, -1.6556], [0.1251, 1.4690, -2.0485], [-1.1996, 0.4056, 1.4547], [-1.5859, 2.6916, 0.2598], [-6.7342, -4.0807, -0.4589], [-6.5595, -5.5863, -0.3427], [-7.1926, -6.1198, 0.9331], [-5.1697, -5.9041, -0.3504], [-6.2502, -3.5650, 0.3765], [-6.2647, -3.7089, -1.3736], [-7.7929, -3.8062, -0.4722], [-7.0108, -6.0773, -1.2101], [-6.7241, -5.6751, 1.8171], [-7.0493, -7.2017, 1.0097], [-8.2645, -5.9058, 0.9615], [-4.7611, -5.4738, 0.4139], [7.1892, -0.8934, -0.0384], [6.7296, -1.8138, -1.1583], [6.1971, -1.0218, -2.3417], [5.7082, -2.6800, -0.6706], [6.3586, -0.2849, 0.3335], [7.5586, -1.4761, 0.8105], [7.9863, -0.2259, -0.3781], [7.5636, -2.4435, -1.4825], [5.3315, -0.4179, -2.0495], [5.8593, -1.6955, -3.1342], [6.9640, -0.3576, -2.7504], [4.9638, -2.1322, -0.3810], [9.9884, -1.4210, 3.8536], [10.4342, -1.3764, 2.4006], [10.3154, -2.7417, 1.7422], [11.7891, -0.9350, 2.3341], [10.6128, -2.1094, 4.4330], [10.0903, -0.4357, 4.3170], [8.9462, -1.7408, 3.9373], [9.8274, -0.6501, 1.8524], [10.9512, -3.4765, 2.2475], [10.6501, -2.6970, 0.7020], [9.2831, -3.1012, 1.7623], [12.3339, -1.5720, 2.8168], [-2.0627, 6.8514, 0.3844], [-3.0633, 5.7220, 0.5752], [-4.4076, 6.2485, 1.0539], [-2.5531, 4.7937, 1.5254], [-1.8815, 7.3766, 1.3283], [-1.0985, 6.4573, 0.0516], [-2.4193, 7.5747, -0.3546], [-3.1940, 5.1836, -0.3677], [-4.3080, 6.7529, 2.0211], [-5.1130, 5.4253, 1.1977], [-4.8346, 6.9537, 0.3349], [-2.4334, 5.2601, 2.3646], [2.7397, 3.4204, -4.8981], [2.3739, 3.0191, -3.4772], [3.5554, 3.1816, -2.5341], [1.9424, 1.6621, -3.4646], [3.5466, 2.7901, -5.2867], [1.8846, 3.2874, -5.5668], [3.0603, 4.4651, -4.9434], [1.5371, 3.6301, -3.1266], [4.3908, 2.5427, -2.8405], [3.2809, 2.8785, -1.5198], [3.9007, 4.2191, -2.5084], [2.6761, 1.1119, -3.7730], [-8.3185, -0.4678, 1.2125], [-9.3242, -1.5923, 1.4037], [-10.6654, -1.0610, 1.8854], [-8.8154, -2.5251, 2.3548], [-8.1333, 0.0555, 2.1564], [-7.3565, -0.8656, 0.8777], [-8.6726, 0.2576, 0.4751], [-9.4589, -2.1290, 0.4602], [-10.5619, -0.5584, 2.8528], [-11.3742, -1.8815, 2.0297], [-11.0904, -0.3535, 1.1682], [-8.6927, -2.0591, 3.1934]]}

---

{"formula": "C10H8NS", "method": "wB97M-V/def2-TZVPD", "fmax_ev_per_a": 3.16, "gap_ha": 0.249, "multiplicity": 1, "total_charge": 1, "homo_ev": -12.7, "relative_energy_kj_mol": 284.93, "symbols": ["C", "C", "C", "C", "C", "C", "C", "C", "C", "C", "N", "S", "H", "H", "H", "H", "H", "H", "H", "H"], "coordinates": [[1.7969, -1.8005, 1.2240], [1.7367, -1.9711, -0.1353], [0.9649, -0.9799, 1.8923], [0.9092, -1.1637, -0.9026], [0.1045, -0.1294, 1.1667], [0.1427, -0.2074, -0.2506], [-0.8839, 0.8152, 1.4928], [-0.1727, 0.7672, -3.5398], [-1.5076, 1.1962, 0.2771], [-2.5410, 2.1075, 0.3087], [-0.7947, 0.5733, -0.7905], [1.1184, 0.9386, -4.2746], [2.5446, -2.3600, 1.7747], [2.4765, -2.7030, -0.5389], [1.2300, -0.7477, 2.9422], [1.0111, -0.8883, -1.9348], [-1.4293, 0.9815, 2.3925], [-0.8760, 0.6553, -1.7877], [-2.8630, 2.5555, -0.5715], [-2.9672, 2.3605, 1.2553]]}

---

{"formula": "C12H21N5O3", "method": "wB97M-V/def2-TZVPD", "fmax_ev_per_a": 6.58, "gap_ha": 0.322, "smiles": "NCCCC[C@H](N)C(=O)N[C@@H](Cc1c[nH]cn1)C(=O)O", "multiplicity": 1, "homo_ev": -8.4, "relative_energy_kj_mol": 601.43, "symbols": ["N", "C", "C", "C", "C", "C", "N", "C", "O", "N", "C", "C", "C", "C", "N", "C", "N", "C", "O", "O", "H", "H", "H", "H", "H", "H", "H", "H", "H", "H", "H", "H", "H", "H", "H", "H", "H", "H", "H", "H", "H"], "coordinates": [[-3.3179, -0.9281, -1.2025], [-4.3927, -0.8463, -0.2016], [-4.7893, 0.5109, 0.6214], [-3.5821, 1.2073, 1.3750], [-2.4725, 1.7550, 0.3746], [-0.9865, 1.6748, 1.0128], [-0.0184, 2.6533, 0.2336], [-0.3576, 0.2991, 0.8647], [-0.9818, -0.8030, 1.0583], [0.9738, 0.5829, 0.3875], [1.9698, -0.4403, 0.1623], [3.3129, 0.1765, -0.0983], [4.0267, -0.7722, -1.1432], [4.8151, -1.8812, -0.8102], [5.0541, -2.4306, -1.9911], [4.5682, -1.5585, -3.0493], [4.1038, -0.4578, -2.5240], [2.0507, -1.3156, 1.4343], [3.1117, -1.4361, 1.9199], [1.0096, -2.0987, 1.8196], [-2.4748, -1.0064, -0.5644], [-3.2351, 0.0698, -1.7044], [-5.3586, -0.9242, -0.7017], [-4.0420, -1.6601, 0.5409], [-5.4551, 0.3013, 1.4542], [-5.3301, 1.3718, -0.0378], [-3.1366, 0.4158, 2.0053], [-3.8383, 2.0849, 2.0305], [-2.7590, 2.8242, 0.5633], [-2.4329, 1.4843, -0.7245], [-0.9664, 2.0388, 2.0756], [0.1250, 3.5716, 0.8308], [-0.3077, 2.7727, -0.7797], [1.2187, 1.6819, -0.1140], [1.7179, -0.8218, -0.8238], [3.8890, 0.2036, 0.8542], [3.2855, 1.1185, -0.5739], [4.9633, -2.3148, 0.2103], [5.0719, -3.5773, -2.1270], [4.8333, -1.7233, -4.0777], [0.1345, -1.8025, 1.4200]]}

---

{"formula": "C5H7NO", "method": "wB97M-V/def2-TZVPD", "fmax_ev_per_a": 7.76, "gap_ha": 0.341, "multiplicity": 1, "homo_ev": -8.7, "relative_energy_kj_mol": 356.40, "symbols": ["C", "C", "C", "C", "C", "H", "H", "H", "H", "H", "H", "H", "N", "O"], "coordinates": [[-0.2334, -0.3896, 1.0301], [-1.1362, 0.7263, 0.2733], [-0.9610, 0.5707, -1.1940], [0.4240, 0.3738, -1.6111], [1.4717, 0.1471, -0.8212], [-1.0030, 1.8076, 0.5948], [-2.1565, 0.4095, 0.7469], [-1.2298, 1.7653, -1.6014], [-1.6133, -0.2449, -1.7772], [0.5194, 0.6337, -2.7682], [2.5642, -0.1823, -1.0734], [1.5074, -1.4253, 0.8118], [1.1440, -0.1936, 0.5150], [-0.4984, -1.2473, 1.9249]]}

---

{"formula": "H19O10", "method": "wB97M-V/def2-TZVPD", "fmax_ev_per_a": 4.25, "gap_ha": 0.313, "multiplicity": 1, "total_charge": -1, "homo_ev": -5.9, "relative_energy_kj_mol": 227.92, "symbols": ["O", "H", "H", "O", "H", "H", "O", "H", "H", "O", "H", "H", "O", "H", "H", "O", "H", "H", "O", "H", "H", "O", "H", "H", "O", "H", "O", "H", "H"], "coordinates": [[1.6093, -0.5643, -3.5280], [1.2882, -1.2327, -4.1424], [-0.8249, -0.2049, 2.5819], [-0.0726, -1.0470, 1.1189], [0.8485, -0.7958, 1.2266], [1.5558, -3.1812, 0.5531], [2.9714, -0.1014, -0.2505], [-0.5210, -0.7521, -0.1231], [2.0231, 0.0422, -0.5469], [-3.4311, 0.1660, -0.5545], [1.8238, 1.8818, 2.9481], [2.0500, -1.0187, -2.8242], [0.9239, 1.9137, 3.3220], [-1.8099, -0.1662, 3.7175], [-2.7322, -0.4361, -0.7728], [-1.1201, 1.6202, -2.8115], [-0.4015, 2.2610, -2.7564], [-1.2805, 1.1157, -1.8450], [-0.0642, 2.2686, 0.4413], [0.3254, 1.4888, 0.0090], [-0.9736, 2.2646, -0.0121], [-0.8836, -0.4992, -1.1189], [-1.2179, -1.3353, -1.4125], [0.3626, 1.9729, 2.5366], [-1.2964, 0.4466, 3.1779], [3.0913, -1.0146, -0.6049], [0.7899, -3.3973, 1.0531], [-3.1036, 1.0597, -0.6586], [0.0703, -2.7550, 1.2762]]}

---

{"formula": "C12H36O12SV", "method": "wB97M-V/def2-TZVPD", "fmax_ev_per_a": 7.48, "gap_ha": 0.200, "multiplicity": 1, "total_charge": -1, "homo_ev": -3.8, "relative_energy_kj_mol": 201.94, "symbols": ["O", "V", "O", "S", "O", "O", "O", "O", "C", "O", "H", "H", "H", "H", "C", "O", "H", "H", "H", "H", "C", "O", "H", "H", "H", "H", "C", "C", "C", "O", "H", "H", "H", "H", "H", "H", "H", "H", "C", "C", "C", "O", "H", "H", "H", "H", "H", "H", "H", "H", "C", "C", "C", "O", "H", "H", "H", "H", "H", "H", "H", "H"], "coordinates": [[0.5518, -0.8074, -2.0929], [1.1453, -0.7630, -0.6344], [0.4796, 0.4810, 0.1038], [4.1743, 0.8034, -1.0935], [4.5668, 1.1115, -2.4743], [4.3806, 1.9479, -0.2682], [2.7967, 0.4082, -1.1365], [4.9724, -0.3108, -0.7102], [2.7271, -0.0770, 2.3715], [2.2368, -1.2063, 1.6914], [3.7820, 0.0234, 2.1162], [2.1695, 0.8220, 2.1090], [2.6921, -0.1863, 3.4555], [2.7335, -2.0193, 1.8089], [2.0813, 3.7469, -0.4514], [3.0593, 3.9649, -1.4736], [1.2894, 4.4945, -0.4973], [1.4845, 2.8690, -0.6987], [2.4080, 3.7463, 0.5885], [3.6948, 3.2536, -1.3660], [2.9358, -2.8766, -2.1024], [2.5328, -2.6834, -0.8089], [3.7460, -3.6049, -2.1372], [2.1159, -3.1609, -2.7618], [3.4690, -2.0128, -2.4994], [3.0595, -3.2707, -0.2618], [-3.4081, 0.3418, -0.9267], [-3.4692, 0.2141, -2.5354], [-2.4511, 1.1004, -3.3429], [-3.1627, -1.1368, -2.7975], [-4.0577, 1.1222, -0.5304], [-2.4024, 0.4942, -0.5351], [-3.8985, -0.5110, -0.4575], [-4.4957, 0.4358, -2.8272], [-2.3027, 2.1208, -2.9896], [-2.5644, 1.0908, -4.4270], [-1.4483, 0.6832, -3.4345], [-3.9333, -1.7090, -2.8080], [-1.4450, -4.1680, -0.4528], [-1.5701, -2.7499, -0.0874], [-2.5352, -2.5440, 1.1165], [-0.2932, -2.3163, 0.1870], [-1.0828, -4.2370, -1.4786], [-2.3802, -4.6920, -0.6500], [-0.8248, -4.7181, 0.2550], [-2.0343, -2.2293, -0.9250], [-1.9685, -2.9270, 1.9652], [-3.4698, -3.0376, 0.8501], [-2.7299, -1.4977, 1.3518], [0.2067, -2.9291, 0.7312], [-0.6839, 1.5213, 3.5965], [-0.9637, 2.9494, 3.1851], [-1.1864, 2.9189, 1.7120], [-2.2084, 3.3295, 3.7346], [-1.5956, 0.9299, 3.5117], [-0.3568, 1.2642, 4.6039], [-0.0177, 1.0705, 2.8610], [-0.0742, 3.5209, 3.4502], [-1.2299, 3.9591, 1.3892], [-2.0857, 2.4145, 1.3584], [-0.3058, 2.4769, 1.2457], [-2.8554, 2.7511, 3.3241]]}

---

{"formula": "C20H11F7O", "method": "wB97M-V/def2-TZVPD", "fmax_ev_per_a": 2.14, "gap_ha": 0.317, "smiles": "Fc1cc(F)cc(C(Oc2ccc(C(F)(F)F)cc2)c2cc(F)cc(F)c2)c1", "multiplicity": 1, "homo_ev": -9.0, "relative_energy_kj_mol": 0.00, "symbols": ["F", "C", "C", "C", "F", "C", "C", "C", "O", "C", "C", "C", "C", "C", "F", "F", "F", "C", "C", "C", "C", "C", "F", "C", "C", "F", "C", "C", "H", "H", "H", "H", "H", "H", "H", "H", "H", "H", "H"], "coordinates": [[-1.4956, 2.7643, 3.4613], [-1.4802, 2.8994, 2.0816], [-1.1949, 4.1206, 1.5123], [-1.2218, 4.1868, 0.1349], [-1.0134, 5.4028, -0.4740], [-1.6097, 3.1076, -0.6614], [-2.1466, 1.9625, -0.0451], [-2.9620, 0.9961, -0.8777], [-4.5564, 1.1331, -0.6750], [-5.2622, 2.2706, -0.8431], [-6.5641, 2.3353, -0.2111], [-7.3871, 3.4404, -0.3575], [-6.9704, 4.5545, -1.0792], [-7.8352, 5.8105, -1.2317], [-7.0512, 6.9260, -1.3117], [-8.6977, 5.9789, -0.1928], [-8.5946, 5.7575, -2.3771], [-5.7242, 4.5255, -1.6998], [-4.8742, 3.4089, -1.5916], [-2.6776, -0.5122, -0.8168], [-2.5705, -1.2258, -2.0243], [-2.5396, -2.6207, -2.0104], [-2.6356, -3.2994, -3.2064], [-2.5482, -3.3744, -0.8424], [-2.4191, -2.6315, 0.3194], [-2.4333, -3.3048, 1.5332], [-2.4239, -1.2263, 0.3634], [-1.9324, 1.7951, 1.3303], [-0.9758, 5.0099, 2.1479], [-1.5635, 3.1745, -1.7456], [-3.0651, 1.3250, -1.9047], [-6.8853, 1.4645, 0.3726], [-8.3703, 3.4349, 0.0757], [-5.3714, 5.3692, -2.2947], [-3.9235, 3.3970, -2.1279], [-2.5015, -0.6966, -2.9729], [-2.6533, -4.4684, -0.8301], [-2.2098, -0.7411, 1.3013], [-2.1407, 0.8529, 1.8236]]}

---

- multiplicity of number 5 (H19O10)?
  1

---

Please write out number 3 again, unchanged.
{"formula": "C12H21N5O3", "method": "wB97M-V/def2-TZVPD", "fmax_ev_per_a": 6.58, "gap_ha": 0.322, "smiles": "NCCCC[C@H](N)C(=O)N[C@@H](Cc1c[nH]cn1)C(=O)O", "multiplicity": 1, "homo_ev": -8.4, "relative_energy_kj_mol": 601.43, "symbols": ["N", "C", "C", "C", "C", "C", "N", "C", "O", "N", "C", "C", "C", "C", "N", "C", "N", "C", "O", "O", "H", "H", "H", "H", "H", "H", "H", "H", "H", "H", "H", "H", "H", "H", "H", "H", "H", "H", "H", "H", "H"], "coordinates": [[-3.3179, -0.9281, -1.2025], [-4.3927, -0.8463, -0.2016], [-4.7893, 0.5109, 0.6214], [-3.5821, 1.2073, 1.3750], [-2.4725, 1.7550, 0.3746], [-0.9865, 1.6748, 1.0128], [-0.0184, 2.6533, 0.2336], [-0.3576, 0.2991, 0.8647], [-0.9818, -0.8030, 1.0583], [0.9738, 0.5829, 0.3875], [1.9698, -0.4403, 0.1623], [3.3129, 0.1765, -0.0983], [4.0267, -0.7722, -1.1432], [4.8151, -1.8812, -0.8102], [5.0541, -2.4306, -1.9911], [4.5682, -1.5585, -3.0493], [4.1038, -0.4578, -2.5240], [2.0507, -1.3156, 1.4343], [3.1117, -1.4361, 1.9199], [1.0096, -2.0987, 1.8196], [-2.4748, -1.0064, -0.5644], [-3.2351, 0.0698, -1.7044], [-5.3586, -0.9242, -0.7017], [-4.0420, -1.6601, 0.5409], [-5.4551, 0.3013, 1.4542], [-5.3301, 1.3718, -0.0378], [-3.1366, 0.4158, 2.0053], [-3.8383, 2.0849, 2.0305], [-2.7590, 2.8242, 0.5633], [-2.4329, 1.4843, -0.7245], [-0.9664, 2.0388, 2.0756], [0.1250, 3.5716, 0.8308], [-0.3077, 2.7727, -0.7797], [1.2187, 1.6819, -0.1140], [1.7179, -0.8218, -0.8238], [3.8890, 0.2036, 0.8542], [3.2855, 1.1185, -0.5739], [4.9633, -2.3148, 0.2103], [5.0719, -3.5773, -2.1270], [4.8333, -1.7233, -4.0777], [0.1345, -1.8025, 1.4200]]}